Record 1
A molecular structure, O4PRb7, computed with ωB97M-V/def2-TZVPD.

XYZ file:
```
12
Properties=species:S:1:pos:R:3:forces:R:3:mulliken_spin:R:1
Rb 0.2401 -3.0716 1.3502 -0.6 -1.2 0.1 0.000
Rb 2.8449 1.7420 -1.5138 0.1 1.1 -0.3 0.001
Rb -3.4557 -0.2638 1.6975 -1.1 0.1 -0.1 0.005
Rb -0.9154 2.6738 3.3368 -0.4 1.0 0.4 -0.001
Rb 1.5752 -0.0927 2.4545 0.4 0.4 0.5 -0.001
Rb 2.6993 -2.2249 -1.4831 0.5 -0.7 -0.4 -0.001
Rb 0.2721 -0.3534 -3.9392 -0.9 0.2 -0.8 -0.001
P -0.5989 0.3345 -0.3016 -0.7 2.2 -1.5 -0.054
O -0.0971 1.1835 -1.5447 -0.7 -0.4 2.5 0.294
O -2.0737 0.0420 -0.8255 1.0 -0.1 0.2 0.734
O -0.8076 0.9246 1.1721 1.5 -1.5 -2.3 0.015
O 0.3167 -0.8941 -0.4032 0.9 -1.0 1.7 0.009
```
Forces are in eV/Å.

Properties
charge = +5
E_LUMO (spin up / spin down) = -15.55 / -16.58 eV
2S+1 = 2
<S²> = 0.7593
Kohn-Sham gap (spin up / spin down) = 8.98 / 7.62 eV

=====

Record 2
A molecular structure, H26KrO13, computed with ωB97M-V/def2-TZVPD.

XYZ file:
```
40
Properties=species:S:1:pos:R:3:forces:R:3:nbo_charge:R:1
Kr -0.1467 0.0296 -0.0757 0.1 0.2 0.0 0.004
O 0.9987 -3.4141 1.1041 -0.1 0.0 0.0 -0.950
H 1.6874 -4.0658 1.2351 0.3 -0.2 0.0 0.481
H 0.3008 -3.6786 1.7035 -0.2 0.1 0.0 0.479
O -1.5273 3.0011 1.7983 -0.3 -0.3 0.0 -0.953
H -2.3300 3.4111 2.1204 -0.3 0.3 0.0 0.480
H -0.8510 3.2799 2.4156 0.5 0.1 0.1 0.498
O -0.6129 2.4762 -3.2653 0.3 -0.3 -0.7 -0.970
H -1.1812 1.7180 -3.4017 -0.2 -0.3 -0.2 0.472
H -1.0120 2.9466 -2.5334 0.0 0.3 0.8 0.502
O 2.9471 1.7770 1.5826 0.1 0.3 -0.4 -0.949
H 2.1112 1.4185 1.8808 -0.2 -0.3 0.3 0.483
H 3.5517 1.6094 2.3055 0.1 -0.1 0.2 0.465
O 1.9233 1.4528 -2.6871 0.7 -0.5 0.2 -0.965
H 2.4191 1.6001 -3.4925 0.2 0.3 -0.2 0.468
H 1.0215 1.6779 -2.9159 -0.8 0.5 -0.1 0.500
O -1.5469 3.6355 -0.9167 -0.2 0.2 -0.6 -0.966
H -2.4664 3.8895 -0.9957 -0.2 0.2 -0.1 0.467
H -1.4617 3.3194 -0.0173 0.3 -0.2 0.5 0.501
O 2.8005 -2.0168 -0.5633 0.4 0.0 -0.4 -0.972
H 2.9178 -1.1306 -0.2209 0.1 0.3 0.1 0.479
H 2.0580 -2.3678 -0.0715 -0.4 -0.1 0.2 0.491
O -0.5753 -2.4708 -3.6259 -0.5 -0.1 -0.3 -0.989
H 0.3230 -2.1919 -3.4482 0.8 0.3 -0.1 0.493
H -0.9351 -2.6841 -2.7649 -0.2 -0.1 0.3 0.474
O -1.5251 0.6968 3.5994 -0.3 -0.1 0.3 -0.962
H -1.9482 0.9458 4.4211 0.0 -0.1 0.3 0.478
H -1.9044 1.2849 2.9463 0.0 0.2 -0.6 0.493
O -2.3670 -1.7614 1.7284 0.1 0.2 0.0 -0.947
H -2.0481 -2.2003 2.5170 0.1 0.0 0.3 0.469
H -3.0511 -2.3401 1.3917 -0.2 -0.2 -0.3 0.479
O -2.1477 -2.5070 -1.1213 -0.2 -0.5 -0.1 -0.956
H -2.7124 -1.8444 -1.5192 -0.1 0.2 -0.2 0.472
H -1.6527 -2.0312 -0.4543 0.2 0.1 0.4 0.486
O 2.0950 -1.2601 -3.3803 -0.1 -0.7 -0.7 -0.996
H 2.5418 -1.5745 -2.5943 0.1 -0.2 0.5 0.492
H 2.0003 -0.3178 -3.2418 -0.1 0.5 0.4 0.484
O 1.0563 0.0201 3.2860 0.8 -0.1 -0.3 -0.977
H 0.1128 0.0843 3.1378 -0.5 0.1 0.1 0.495
H 1.1368 -0.4169 4.1338 0.1 0.0 0.2 0.467
```
Forces are in eV/Å.

Properties
E_LUMO = -0.53 eV
ΔE to the lowest compared entry with this formula, charge and spin = 15.8 kcal per mole
Kohn-Sham gap = 9.20 eV

=====

Record 3
A single C3H4ClNS molecule, computed with ωB97M-V/def2-TZVPD.

XYZ file:
```
10
Properties=species:S:1:pos:R:3:forces:R:3:nbo_charge:R:1
C 0.4250 -0.0652 0.2061 1.6 4.6 3.3 -0.463
C -0.9833 -0.4187 0.4341 -3.5 -0.9 1.4 -0.370
C 1.2006 -1.0232 -0.5029 2.5 -3.8 -7.2 0.223
H 0.8393 2.6001 0.1256 -0.4 -2.6 -2.4 0.147
H 0.8348 0.4624 1.2757 -0.5 -2.1 -2.9 0.291
H -1.1767 -1.4338 0.9841 0.7 0.9 -2.3 0.255
H -1.5834 0.0976 1.2968 1.3 0.6 -2.3 0.250
N 1.5743 -1.5835 -1.5307 -1.9 2.9 6.7 -0.245
S 0.6209 1.4786 -0.9891 0.8 2.0 3.6 -0.009
Cl -1.7515 -0.1143 -1.2998 -0.6 -1.5 2.2 -0.077
```
Forces are in eV/Å.

Properties
E_LUMO = -0.04 eV
ΔE to the lowest compared entry with this formula, charge and spin = 71.1 kcal per mole
Kohn-Sham gap = 9.37 eV
SMILES = N#C[C@@H](S)CCl

=====

Record 4
A molecular structure, C17H36BFMgNOS2, computed with ωB97M-V/def2-TZVPD.

XYZ file:
```
60
Properties=species:S:1:pos:R:3:forces:R:3:nbo_charge:R:1
C 2.8748 3.8670 0.4678 -0.7 0.1 1.2 -0.656
C 1.4683 3.6429 1.3420 1.5 0.6 -0.3 -0.084
O 0.5730 2.8594 0.4625 0.2 -0.8 2.2 -0.573
C 0.5210 1.4776 0.9628 1.1 -1.1 0.1 -0.060
C -0.4762 0.4719 0.1385 1.5 0.1 0.1 -0.746
B -2.0102 1.0225 -0.0738 1.1 -0.8 2.4 0.561
C -1.9389 2.0526 -1.3973 -2.0 2.8 -4.1 -0.494
C -3.4053 2.3303 -2.0797 0.4 0.3 -1.0 -0.654
C -3.0926 -0.1650 -0.5396 -0.9 -2.0 -1.9 -0.610
C -2.9876 -1.5397 0.3437 0.0 0.2 0.5 -0.439
C -2.4467 -2.8555 -0.4745 -1.3 -0.2 0.0 -0.534
S -0.7591 -3.4405 0.1965 1.2 0.9 -1.3 0.304
C 0.6245 -2.9687 -0.9780 -0.7 0.6 -1.0 -0.054
S 0.2529 -2.5212 -2.5935 1.0 -0.8 2.7 -0.075
N 2.0502 -3.0242 -0.4081 -0.9 0.0 -1.8 -0.518
C 2.9764 -3.8250 -1.2957 0.8 -1.2 0.6 -0.236
C 3.7218 -2.9696 -2.4790 -0.5 0.5 -0.7 -0.672
C 2.5786 -1.6420 -0.0946 -0.6 1.6 1.3 -0.254
C 4.0486 -1.6062 0.6316 0.1 1.1 0.3 -0.651
C -2.5931 1.9479 1.1624 -1.2 1.7 0.7 -0.706
C -3.1131 1.1079 2.4692 -0.2 -0.1 0.7 0.232
C -1.9271 0.4606 3.3988 0.0 1.1 0.8 -0.682
F -3.8241 2.1103 3.3484 1.4 -2.0 -1.7 -0.400
H 3.7761 3.6580 1.2151 -1.8 0.7 -1.8 0.212
H 2.8723 4.9745 0.0599 0.3 -2.5 0.6 0.228
H 2.8602 3.0547 -0.3753 0.1 1.8 1.5 0.218
H 0.9856 4.6700 1.6849 0.8 -2.2 -1.0 0.206
H 1.7955 3.0911 2.3207 -1.0 0.7 -1.8 0.181
H 0.3218 1.4984 2.1156 0.1 -0.1 -2.2 0.189
H 1.6222 1.0370 0.8300 -2.0 0.8 0.4 0.157
H -0.0071 0.3631 -0.9540 -0.9 0.0 2.1 0.233
H -0.3852 -0.5860 0.6294 0.0 1.9 -0.8 0.232
H -1.2522 1.6047 -2.2641 -1.4 0.6 2.1 0.236
H -1.5076 3.1171 -1.0918 -0.7 -2.4 0.0 0.278
H -4.2340 2.7057 -1.3440 1.7 -0.8 -1.3 0.229
H -3.2412 3.2039 -2.8762 -0.4 -1.7 1.6 0.247
H -3.8224 1.4171 -2.7185 1.0 1.9 1.6 0.221
H -4.2216 0.2124 -0.4500 2.5 -0.3 -0.4 0.254
H -2.8455 -0.4357 -1.6755 -0.9 0.4 2.4 0.225
H -4.0778 -1.7936 0.7545 2.3 0.5 -0.9 0.243
H -2.3143 -1.3428 1.3053 -1.5 -0.7 -2.0 0.238
H -3.1978 -3.7427 -0.2027 2.0 1.7 -0.5 0.259
H -2.4677 -2.7586 -1.6408 0.3 0.0 2.3 0.268
H 3.8441 -4.2751 -0.6110 -2.0 1.1 -1.4 0.235
H 2.4023 -4.7616 -1.7239 1.1 2.2 0.7 0.254
H 3.7625 -3.6707 -3.4418 -2.0 0.4 3.2 0.030
H 3.0912 -2.0169 -2.8182 1.4 -2.1 0.7 0.298
H 4.8354 -2.6750 -2.2521 -1.9 -0.4 -0.1 0.225
H 1.8128 -1.1669 0.6885 1.7 -1.1 -1.8 0.250
H 2.5463 -0.8980 -1.0265 0.1 -1.7 1.7 0.191
H 4.5147 -0.5339 0.3916 -1.0 -2.4 0.4 0.234
H 4.8134 -2.4058 0.2511 -1.6 1.4 0.8 0.207
H 3.9481 -1.6240 1.8210 0.2 -0.4 -2.8 0.249
H -3.5520 2.5067 0.7230 1.9 -1.1 1.1 0.232
H -1.8720 2.7940 1.5268 -1.3 -1.6 -0.5 0.253
H -3.9568 0.3108 2.1925 1.9 1.8 0.6 0.185
H -1.2934 1.3784 3.8217 -1.4 -1.9 -1.0 0.230
H -2.3588 -0.0763 4.3727 0.8 1.0 -2.4 0.245
H -1.1794 -0.2334 2.8256 -1.7 1.2 1.0 0.217
Mg 4.8660 -3.3940 -4.5740 1.7 0.6 -1.8 0.909
```
Forces are in eV/Å.

Properties
charge = +1
E_LUMO = -8.23 eV
Kohn-Sham gap = 1.51 eV

=====

Number 1: molar mass 693.25 g mol⁻¹, maximum force 3.1 eV Å⁻¹. Number 2: molar mass 318.00 g mol⁻¹, maximum force 1.0 eV Å⁻¹. Number 3: molar mass 121.59 g mol⁻¹, maximum force 8.5 eV Å⁻¹. Number 4: molar mass 388.73 g mol⁻¹, maximum force 5.4 eV Å⁻¹.